The following is a quantum chemistry calculation of a 2-piece molecular cluster, C29H32N3S overall, from the Open Molecules 2025 dataset.

```
65
Properties=species:S:1:pos:R:3:forces:R:3:mulliken_charge:R:1
C 2.3378 -3.9943 -1.3371 0.5 -0.2 -0.3 -0.7485
C 1.0586 -4.2934 -2.0921 -0.1 0.1 0.3 -0.5883
N 0.0543 -3.3227 -1.6803 -0.1 -0.1 -0.1 0.1330
C -1.3656 -3.6115 -1.7440 -0.5 -0.5 -0.2 -0.8276
C -1.9935 -2.3284 -1.2147 -0.6 -0.1 0.6 -0.2691
N -0.8985 -1.3787 -0.9896 1.6 -2.1 -1.6 0.3106
C 0.2211 -2.0044 -1.3561 -2.4 -0.5 0.6 -0.3119
S 1.8007 -1.3213 -1.4010 0.1 1.5 0.4 0.0952
C 2.8837 -2.6746 -1.8154 0.5 -0.1 0.0 -0.6514
H 2.1841 -3.9626 -0.2555 -0.2 0.0 -0.1 0.3026
H 3.0829 -4.7680 -1.5111 0.0 -0.1 -0.2 0.3816
H 1.2117 -4.2537 -3.1888 0.0 -0.1 0.4 0.3101
H 0.7163 -5.3026 -1.8248 -0.2 0.3 -0.1 0.3453
H -1.6873 -3.7962 -2.7846 0.2 -0.2 0.3 0.3144
H -1.6318 -4.4720 -1.1111 0.2 0.1 -0.4 0.4008
H -2.7763 -1.9738 -1.9109 0.5 0.3 0.3 0.1617
H -2.5011 -2.4730 -0.2440 0.2 -0.2 -0.5 -0.1207
H 3.8019 -2.4040 -1.2854 0.0 -0.1 -0.3 0.4081
H 3.0643 -2.6759 -2.8955 0.1 -0.1 0.2 0.3903
C 4.6347 4.7705 0.4611 0.2 -0.2 0.2 -0.4773
C 4.1604 4.9580 1.7647 0.3 -0.2 -0.3 -0.5098
C 3.4797 3.9276 2.4106 -0.4 0.2 -0.4 -0.6860
C 3.2307 2.7264 1.7417 0.2 -0.2 0.0 0.2701
C 2.3443 1.6948 2.4117 0.2 0.6 0.9 -0.4409
N 1.3553 1.0453 1.5624 -1.6 0.5 -0.8 0.4597
C 0.8510 -0.2727 2.0348 0.6 -0.5 0.1 -0.8775
C -0.5983 -0.2666 2.4225 -0.7 -0.2 0.6 0.0573
C -1.4742 -1.2655 1.9454 -0.1 0.3 0.2 0.2552
C -2.8455 -1.0057 1.8895 0.3 0.0 0.9 -0.5488
C -3.3194 0.1624 2.5030 -0.3 -0.3 0.3 -0.6079
C -2.4796 0.9611 3.2897 -0.3 -0.2 -0.1 -0.6938
C -1.1041 0.7556 3.2411 -0.2 -0.3 -0.6 -0.2790
C 0.7639 1.6426 0.5315 2.0 -1.0 0.2 -0.4198
C -0.0220 0.9675 -0.4446 -1.7 0.6 -1.1 -2.1671
C -1.3781 0.6627 -0.3011 2.1 2.2 0.7 2.2474
C -2.4115 0.8603 -1.3222 -1.3 -0.5 -0.8 0.3459
C -3.6768 1.2993 -0.8599 0.4 -0.6 0.4 -0.3904
C -4.8459 1.0489 -1.5689 0.2 -0.2 -0.8 -0.6513
C -4.7403 0.4701 -2.8486 0.3 -0.1 0.1 -0.4959
C -3.4698 0.3008 -3.4429 0.1 0.1 -0.1 -0.5126
C -2.3078 0.4800 -2.6805 -0.2 0.2 0.5 -0.4333
C 3.8276 2.4838 0.5015 -0.1 0.5 -0.1 -0.1294
C 4.5073 3.5200 -0.1502 -0.2 -0.2 0.3 -0.4738
H 5.1525 5.5769 -0.0656 -0.2 -0.3 0.2 0.3693
H 4.3357 5.9038 2.2696 -0.1 -0.1 -0.1 0.3839
H 3.0698 4.0833 3.4097 0.1 0.0 -0.2 0.3830
H 2.9398 0.8955 2.8807 -0.2 0.2 -0.2 0.3839
H 1.7734 2.1972 3.2075 0.4 -0.1 0.1 0.2543
H 1.0001 -0.9873 1.2049 0.1 0.2 0.5 -0.1911
H 1.4645 -0.5312 2.9134 0.0 -0.1 -0.5 0.6706
H -1.0846 -2.2300 1.6205 0.1 0.4 -0.4 0.5237
H -3.5432 -1.7168 1.4265 0.4 0.4 0.3 0.4364
H -4.3846 0.3789 2.4368 0.2 0.0 0.2 0.5088
H -2.9052 1.7141 3.9561 0.1 -0.1 -0.4 0.4318
H -0.4360 1.3892 3.8243 -0.1 0.0 -0.3 0.3896
H 1.1359 2.6515 0.2657 0.2 -0.7 0.3 0.4998
H 0.4621 0.8711 -1.4790 -0.9 1.1 1.3 0.9700
H -1.8008 0.6797 0.7314 0.5 0.3 -1.2 -0.6976
H -3.7354 1.7472 0.1357 0.0 -0.3 -0.2 0.4688
H -5.8172 1.2569 -1.1053 0.4 -0.1 -0.3 0.3947
H -5.6200 0.0809 -3.3725 0.3 0.5 0.1 0.3990
H -3.3835 0.0039 -4.5111 -0.1 0.1 1.0 0.3572
H -1.3115 0.2657 -3.0808 -0.5 -0.1 0.0 0.2981
H 3.7165 1.5119 0.0192 0.0 0.2 0.1 0.4893
H 4.9265 3.3415 -1.1376 0.0 0.1 0.2 0.3995
```
Forces are in eV/Å.

- 2S+1 = 1
- E_HOMO (Eh) = -0.3822
- LUMO (Eh) = -0.1113
- charge = +1

The following is a quantum chemistry calculation of C29H33AlAs2BN2O14 as an isolated structure, from the Open Molecules 2025 dataset.

```
82
Properties=species:S:1:pos:R:3:forces:R:3:mulliken_charge:R:1
Al -1.2951 -1.4003 0.9759 0.1 0.2 -0.1 -0.0814
O -4.3986 0.3869 5.3589 0.0 0.0 0.0 -0.5609
C -4.1231 1.4041 4.5643 -0.1 0.0 -0.1 0.4677
O -4.4237 2.5384 4.8196 0.1 0.0 0.0 -0.5690
C -3.4093 1.1152 3.2798 0.1 0.0 0.1 0.6655
C -3.0780 2.1068 2.3723 0.0 0.0 0.0 -0.7096
N -2.3929 1.5405 1.3735 0.2 0.0 0.2 0.0499
N -2.2243 0.2295 1.5925 -0.1 -0.1 -0.1 0.2603
C -2.8561 -0.0425 2.7396 0.0 -0.1 0.0 -0.5718
C -2.8224 -1.4860 3.1484 0.1 -0.1 -0.1 1.0890
O -3.3643 -1.8861 4.1470 0.0 0.0 0.0 -0.6738
O -2.1368 -2.2232 2.2969 -0.1 0.0 0.2 -0.3123
H -4.0624 -0.4707 5.0195 0.0 0.0 0.0 0.4054
H -3.2957 3.1618 2.3988 0.0 0.0 0.0 0.5120
H -1.9312 2.0068 0.6071 -0.1 0.0 0.0 0.2872
C -1.8388 -3.3398 -7.2223 0.0 0.0 0.0 -1.5793
C -0.7500 -2.2846 -6.9807 0.0 0.0 0.0 2.0760
C -1.2822 -0.9012 -7.3801 0.0 0.0 0.0 -1.5964
C 0.4470 -2.6143 -7.8721 0.0 0.0 0.0 -2.1395
C -0.3831 -2.2748 -5.4957 0.0 0.0 0.0 0.3723
C 0.9107 -2.5533 -5.0437 0.0 0.0 0.0 -0.2529
C 1.2594 -2.5557 -3.6940 0.0 0.0 0.0 -1.5134
C 0.2529 -2.2666 -2.8070 0.0 0.0 0.0 0.3281
O 0.2992 -2.1695 -1.4232 0.0 0.0 0.0 -0.3078
B -0.9886 -1.8293 -1.0440 0.0 0.0 0.1 0.6304
O -1.8251 -1.6986 -2.1296 0.0 0.0 0.0 -0.4050
C -1.0301 -1.9815 -3.2336 0.0 0.0 0.0 0.7219
C -1.3823 -1.9784 -4.5600 0.0 0.0 0.0 -1.1618
H -2.1119 -3.3580 -8.2788 0.0 0.0 0.0 0.4558
H -2.7425 -3.1296 -6.6488 0.0 0.0 0.0 0.3199
H -1.4852 -4.3342 -6.9442 0.0 0.0 0.0 0.3644
H -1.5498 -0.8964 -8.4380 0.0 0.0 0.0 0.4593
H -0.5256 -0.1313 -7.2169 0.0 0.0 0.0 0.3584
H -2.1729 -0.6288 -6.8121 0.0 0.0 0.0 0.3188
H 0.1301 -2.6049 -8.9154 0.0 0.0 0.0 0.4266
H 0.8505 -3.6060 -7.6600 0.0 0.0 0.0 0.4352
H 1.2486 -1.8810 -7.7645 0.0 0.0 0.0 0.4339
H 1.6844 -2.7800 -5.7619 0.0 0.0 0.0 0.4994
H 2.2665 -2.7682 -3.3633 0.0 0.0 0.0 0.5257
H -2.3981 -1.7560 -4.8569 0.0 0.0 0.0 0.5248
C 1.2916 0.9093 -2.0748 0.0 0.1 0.0 -0.1537
O 2.4011 0.1255 -1.6231 0.0 -0.1 0.0 -0.3294
C 2.6291 -0.2189 -0.3530 0.0 0.0 0.0 -0.0476
O 3.4229 -1.0780 -0.0933 0.0 0.0 0.0 -0.5968
C 1.8831 0.4910 0.7592 0.0 -0.1 0.0 0.0287
C 1.9567 1.8057 0.9553 0.0 0.0 0.0 1.0809
As 0.8346 2.9125 2.1067 0.0 0.0 0.0 0.4491
C 2.1838 4.0169 2.9826 0.0 0.0 0.0 -1.2745
C 0.5179 1.6542 3.5572 0.0 -0.1 0.1 1.6037
C 0.5110 0.3236 3.5140 0.0 -0.1 0.0 0.0938
As 0.9649 -0.7398 1.9600 0.0 0.0 -0.1 1.2687
C 2.3100 -2.0392 2.4501 0.0 0.0 0.0 -1.2280
C -0.1163 -0.4382 4.6518 0.0 0.1 0.1 -0.5601
O -0.9440 0.0432 5.3805 0.0 0.0 0.0 -0.5607
O 0.2916 -1.7016 4.7064 0.0 0.0 0.0 -0.2768
C -0.3142 -2.5022 5.7536 0.0 0.0 0.0 -0.6995
C 0.1362 2.3668 4.8325 0.0 0.1 0.0 -0.8059
O 0.8341 2.3822 5.8050 0.0 0.0 0.0 -0.5078
O -0.9909 3.0562 4.6597 0.0 0.0 0.0 -0.0603
C -1.4550 3.7733 5.8309 0.0 0.0 0.0 -0.8868
C 2.7558 2.6982 0.0491 0.0 0.1 0.1 -0.2622
O 2.3239 3.7629 -0.3210 0.0 0.0 0.0 -0.5632
O 3.9497 2.2088 -0.2298 0.0 0.0 0.0 -0.2189
C 4.7668 3.0071 -1.1144 0.0 0.0 0.0 -0.7477
H 1.6843 1.6339 -2.7838 0.0 0.0 0.0 0.3198
H 0.7925 1.4379 -1.2656 0.0 0.0 0.0 0.1798
H 0.5906 0.2532 -2.5888 0.0 0.0 0.0 -0.1143
H 2.5444 4.7427 2.2580 0.0 0.0 0.0 0.4361
H 3.0009 3.4123 3.3683 0.0 0.0 0.0 0.4135
H 1.7019 4.5450 3.8038 0.0 0.0 0.0 0.4424
H 3.1870 -1.5129 2.8173 0.0 0.0 0.0 0.4063
H 2.5676 -2.6028 1.5591 0.0 0.0 0.0 0.4875
H 1.8850 -2.6749 3.2185 0.0 0.0 0.0 0.4340
H 0.1196 -3.4901 5.6466 0.0 0.0 0.0 0.2458
H -1.3924 -2.5302 5.6174 0.0 0.0 0.0 0.2875
H -0.0710 -2.0742 6.7224 0.0 0.0 0.0 0.3205
H -2.3172 4.3414 5.5025 0.0 0.0 0.0 0.2521
H -0.6670 4.4213 6.2056 0.0 0.0 0.0 0.3754
H -1.7422 3.0549 6.5953 0.0 0.0 0.0 0.3287
H 5.6870 2.4479 -1.2362 0.0 0.0 0.0 0.2766
H 4.9556 3.9788 -0.6646 0.0 0.0 0.0 0.3053
H 4.2599 3.1374 -2.0678 0.0 0.0 0.0 0.3047
```
Forces are in eV/Å.

- 2S+1 = 1
- E_HOMO (Eh) = -0.4148
- LUMO (Eh) = -0.1289
- charge = +1

The following is a quantum chemistry calculation of C29H33B2CaN12O2 as an isolated structure, from the Open Molecules 2025 dataset.

```
79
Properties=species:S:1:pos:R:3:forces:R:3:mulliken_charge:R:1
Ca -0.4518 0.4736 0.2181 0.7 0.9 -2.5 1.3578
C -1.7675 -3.2672 0.3779 0.1 0.1 0.0 -1.2233
C -0.6276 -3.0489 -0.5629 0.1 -0.1 -0.2 0.6093
C 0.2293 -4.0161 -1.1082 0.0 0.0 0.0 -1.3160
C 1.0992 -3.3144 -1.9209 -0.1 0.0 0.1 0.7330
C 2.2259 -3.8587 -2.7358 -0.1 0.2 0.0 -1.2694
N 0.7607 -2.0073 -1.8453 0.2 -0.3 -0.2 1.0258
N -0.3003 -1.8483 -1.0225 -0.2 0.3 0.5 -0.2845
B 1.2661 -0.8548 -2.7520 -0.2 0.1 0.1 -0.8983
N 0.0666 -0.0560 -3.2857 0.1 -0.1 -0.2 0.2413
N -0.7300 0.7001 -2.4937 -0.4 0.2 0.1 0.1357
C -1.5791 1.3313 -3.2964 0.1 -0.2 -0.2 0.7051
C -2.6204 2.2861 -2.8151 0.1 -0.1 0.0 -1.2324
C -1.3384 0.9632 -4.6344 0.0 0.1 0.0 -1.5014
C -0.2785 0.0854 -4.5846 -0.2 0.1 0.0 0.7855
C 0.3903 -0.6258 -5.7165 0.0 0.0 0.2 -1.3760
N 2.2642 0.1147 -2.0629 0.2 -0.1 -0.2 1.1885
N 1.8358 1.1946 -1.3653 -0.2 0.1 0.4 -0.4247
C 2.8838 1.9822 -1.1822 0.1 -0.1 -0.2 0.7257
C 2.7809 3.3180 -0.5213 0.0 -0.2 0.1 -1.4140
C 4.0283 1.4033 -1.7581 0.0 0.0 0.0 -1.2797
C 3.5920 0.2171 -2.3114 0.0 0.2 0.1 0.7290
C 4.4002 -0.7997 -3.0485 -0.2 0.0 0.0 -1.2581
H -2.0974 -4.3046 0.3333 0.0 0.0 0.0 0.4010
H -2.6054 -2.6162 0.1277 0.0 0.0 0.0 0.2698
H -1.4722 -3.0485 1.4046 -0.1 0.0 0.0 -0.0016
H 0.2146 -5.0809 -0.9394 0.0 0.0 0.0 0.4475
H 2.1688 -4.9459 -2.7481 0.0 0.0 0.0 0.3630
H 3.1885 -3.5692 -2.3131 0.0 0.0 0.0 0.1190
H 2.1893 -3.4915 -3.7614 0.0 0.0 0.0 0.2739
H 1.8254 -1.3512 -3.6841 0.1 -0.1 0.0 -0.3555
H -2.3482 2.6765 -1.8408 -0.1 0.1 0.1 0.1757
H -3.5908 1.7942 -2.7193 0.0 0.0 0.0 0.2177
H -2.7306 3.1097 -3.5218 0.0 0.0 0.0 0.3934
H -1.8556 1.3106 -5.5145 0.0 0.0 0.0 0.4468
H -0.1293 -0.3903 -6.6438 0.0 0.0 0.0 0.3367
H 0.3676 -1.7059 -5.5628 0.0 0.0 -0.1 0.2554
H 1.4356 -0.3273 -5.8152 0.0 0.0 0.0 0.2405
H 1.7329 3.5784 -0.3783 0.0 0.1 0.0 0.1981
H 3.2630 4.0806 -1.1346 -0.1 0.0 0.0 0.4215
H 3.2746 3.3087 0.4506 0.0 0.1 0.0 0.2240
H 5.0305 1.8007 -1.7825 0.0 0.0 0.0 0.4351
H 5.4023 -0.4108 -3.2204 0.0 0.0 0.0 0.3555
H 3.9484 -1.0484 -4.0092 0.0 0.0 0.0 0.2659
H 4.4806 -1.7225 -2.4729 0.0 0.0 0.0 0.1208
O 0.5893 -1.2963 3.2017 0.2 0.0 0.2 -0.6721
B -0.3751 -0.6825 2.3268 0.0 -0.8 1.4 0.6288
O -1.6489 -1.0158 2.8946 -0.3 -0.1 0.2 -0.4046
C -1.4507 -1.7885 3.9939 0.3 -0.1 0.1 0.7387
C -2.3702 -2.3838 4.8312 -0.1 0.1 -0.1 -1.0891
C -1.8779 -3.1530 5.8855 0.0 -0.1 0.0 -0.4809
C -0.5124 -3.3173 6.0779 0.0 0.0 0.1 -0.5018
C 0.4132 -2.7219 5.2208 0.1 0.1 -0.1 -1.0628
C -0.0781 -1.9605 4.1808 -0.3 0.0 0.0 0.8859
H -3.4325 -2.2566 4.6659 0.0 0.0 0.0 0.4483
H -2.5736 -3.6404 6.5572 0.0 0.0 0.0 0.3692
H -0.1592 -3.9195 6.9059 0.0 0.0 0.0 0.3635
H 1.4795 -2.8634 5.3479 0.0 0.0 0.0 0.4482
N 3.5632 1.1167 4.6970 0.6 0.0 0.0 -0.6721
N 2.6785 1.5798 3.7477 -0.3 0.1 -0.2 1.2663
N 1.8556 2.5755 3.9843 0.0 -0.1 0.1 -0.9764
C 1.2462 2.6756 2.8102 0.0 -0.1 0.0 -0.1129
N 1.6934 1.7659 1.9348 -0.4 0.3 -0.3 0.2117
N 2.6240 1.0836 2.5429 0.2 -0.1 0.3 -0.7541
H 3.2768 1.4981 5.5858 -0.2 0.0 0.1 0.3137
H 3.5288 0.1056 4.6988 -0.2 -0.1 0.0 0.3091
H 0.4625 3.3834 2.6032 0.0 0.0 0.0 0.4365
N -6.9364 4.8554 1.5093 0.1 0.0 0.0 -0.5899
C -5.9560 4.2771 1.3289 -0.3 0.2 0.1 -0.0107
C -4.7554 3.5442 1.1031 0.4 -0.4 -0.1 0.6457
C -3.5028 4.1550 1.1823 -0.1 0.1 0.1 -0.8893
C -2.3617 3.4065 0.9442 0.1 -0.2 -0.1 -0.0936
C -2.3665 2.0420 0.5910 -0.2 0.2 0.3 -0.7144
C -3.6592 1.4770 0.5420 0.2 -0.1 0.0 -0.0608
C -4.8229 2.1818 0.7892 -0.1 0.1 0.0 -0.8375
H -3.4367 5.2074 1.4351 0.0 0.0 0.0 0.4120
H -1.4048 3.9236 1.0172 0.0 0.1 0.0 0.2655
H -3.7566 0.4222 0.2856 -0.1 0.0 0.0 0.4226
H -5.7959 1.7050 0.7504 0.0 0.0 0.0 0.3945
```
Forces are in eV/Å.

- 2S+1 = 1
- E_HOMO (Eh) = -0.1722
- LUMO (Eh) = 0.0911
- charge = -1

The following is a quantum chemistry calculation of C29H33BaN6O2S as an isolated structure, from the Open Molecules 2025 dataset.

```
72
Properties=species:S:1:pos:R:3:forces:R:3:mulliken_charge:R:1
Ba 0.1733 -0.2643 0.3689 0.3 0.7 -0.2 1.0923
C -3.5723 -0.4020 5.1269 0.0 0.0 0.0 -0.9162
C -3.6280 1.0723 4.7442 0.0 0.0 0.1 -0.6663
N -3.8810 1.2975 3.3392 -0.1 0.0 -0.1 -0.1815
C -2.9532 1.1736 2.3435 0.2 -0.1 0.2 0.3424
S -1.2946 1.0989 2.7619 0.0 0.1 0.3 -0.4713
N -3.4971 1.1719 1.1396 -0.2 0.1 -0.2 -1.3474
N -2.6527 0.9682 0.1052 0.0 -0.2 -0.1 1.2470
C -3.1463 1.2138 -1.0632 -0.2 0.1 0.0 0.3869
C -4.5161 1.8114 -1.2568 0.0 0.0 0.0 -1.7435
C -2.3707 0.8483 -2.2683 -0.1 -0.2 0.0 0.3262
C -2.9601 0.9394 -3.5344 0.1 0.1 -0.1 -0.8469
C -2.2466 0.5452 -4.6528 0.0 0.0 0.1 -0.4953
C -0.9635 0.0506 -4.4942 0.0 0.0 0.0 -0.9749
C -0.4614 -0.0307 -3.2046 0.0 0.0 0.0 -0.5430
N -1.1316 0.3570 -2.1272 -0.1 -0.2 -0.1 0.3583
H -3.3876 -0.5168 6.1974 0.0 0.0 0.0 0.3657
H -2.7678 -0.8950 4.5812 0.0 0.0 0.0 0.2038
H -4.5135 -0.9023 4.8872 0.0 0.0 0.0 0.2903
H -2.6848 1.5559 4.9946 0.0 0.0 0.0 0.2804
H -4.4185 1.5802 5.3035 0.0 0.0 0.0 0.3564
H -4.8317 1.2118 3.0136 0.0 0.0 0.0 0.2796
H -4.8435 2.2577 -0.3238 0.0 0.0 0.0 0.4317
H -5.2514 1.0523 -1.5402 0.0 0.0 0.0 0.3044
H -4.5050 2.5758 -2.0363 0.0 0.0 0.0 0.4469
H -3.9700 1.3033 -3.6465 0.0 0.0 0.0 0.3725
H -2.6977 0.6146 -5.6349 0.0 0.0 0.0 0.3882
H -0.3650 -0.2823 -5.3305 0.0 0.0 0.0 0.4302
H 0.5280 -0.4454 -3.0331 0.0 0.0 0.0 0.5672
N -0.0702 2.6060 -0.6586 0.0 0.2 0.1 -0.0653
C 0.2306 3.6410 0.3282 0.0 0.0 0.0 -0.5778
C 1.6407 3.4529 0.8651 -0.1 0.0 -0.1 -0.6612
N 1.7280 2.1860 1.5676 -0.1 -0.2 0.2 -0.2163
H 0.4849 2.7364 -1.4968 0.0 0.0 0.0 0.1031
H -1.0497 2.6210 -0.9146 0.1 0.0 0.0 0.1396
H -0.4781 3.5208 1.1526 0.0 0.0 0.0 0.2648
H 0.1284 4.6658 -0.0558 0.0 0.0 0.0 0.3725
H 1.9011 4.3276 1.4792 0.0 0.0 0.0 0.3984
H 2.3514 3.4244 0.0331 0.0 0.0 0.0 0.2014
H 1.2542 2.2148 2.4625 0.1 0.1 0.0 0.1595
H 2.6793 1.8620 1.6786 0.0 0.0 0.0 0.1739
O 0.1175 -2.6124 1.5306 0.0 -0.4 0.3 -1.0162
C -0.1423 -3.2625 0.4842 0.0 0.1 0.0 1.3266
O -0.2892 -2.7423 -0.6496 -0.1 -0.2 -0.2 -0.9828
C -0.2907 -4.7681 0.6046 0.0 0.1 0.0 0.0623
C -0.5805 -5.5358 -0.5163 0.0 0.0 0.0 -0.1666
C -0.7181 -6.9120 -0.4055 0.0 0.0 0.0 -0.5163
C -0.5657 -7.5285 0.8294 0.0 0.0 0.0 -0.3302
C -0.2748 -6.7643 1.9518 0.0 0.0 0.0 -0.5348
C -0.1378 -5.3883 1.8386 0.0 0.0 0.0 -0.2433
H -0.6929 -5.0306 -1.4667 0.0 0.0 0.0 0.3581
H -0.9435 -7.5047 -1.2841 0.0 0.0 0.0 0.3630
H -0.6721 -8.6034 0.9158 0.0 0.0 0.0 0.3598
H -0.1539 -7.2411 2.9171 0.0 0.0 0.0 0.3665
H 0.0885 -4.7676 2.6955 0.0 0.0 0.0 0.3514
C 4.9069 2.7343 -3.0515 0.1 0.0 0.0 -0.3879
C 3.5361 2.4120 -3.1531 -0.1 0.0 0.0 -0.7320
C 2.9747 1.5515 -2.2492 0.0 0.0 0.0 -0.1518
C 3.7140 0.9511 -1.1942 0.1 0.1 0.1 0.2197
C 3.0488 0.0755 -0.2651 0.1 -0.3 -0.1 -0.6140
C 3.9007 -0.4519 0.6982 -0.1 0.1 0.0 -0.3205
C 5.2805 -0.1548 0.7954 0.1 0.0 0.0 -0.6762
C 5.8804 0.7007 -0.0872 -0.1 0.0 0.0 -0.8641
C 5.0996 1.2811 -1.1146 -0.1 0.0 0.0 1.0039
C 5.6632 2.1785 -2.0575 0.0 0.0 0.0 -0.8889
H 5.3585 3.4173 -3.7618 0.0 0.0 0.0 0.3591
H 2.9366 2.8442 -3.9466 0.0 0.0 0.0 0.4086
H 1.9236 1.2894 -2.3086 0.0 0.0 0.0 0.3250
H 3.5161 -1.1352 1.4583 -0.1 0.0 -0.1 0.3358
H 5.8703 -0.6117 1.5857 0.0 0.0 0.0 0.3533
H 6.9361 0.9417 -0.0181 0.0 0.0 0.0 0.3212
H 6.7193 2.4183 -1.9765 0.0 0.0 0.0 0.3347
```
Forces are in eV/Å.

- 2S+1 = 1
- E_HOMO (Eh) = -0.1563
- LUMO (Eh) = 0.0877
- charge = -1

- Which of these has the lowest E_HOMO?
  C29H33AlAs2BN2O14